DFT (ωB97M-V/def2-TZVPD) results for one molecule with the formula C9H12ClN3 at a distorted geometry.

- Multiplicity: 1
- Electronic energy: -974.42814 hartree
- Energy relative to the best compared isomer or geometry (same formula, charge and spin): 458.36 kJ/mol
- Kohn-Sham gap: 8.017 eV

Last columns: bonded neighbours and bond lengths (Å).
Element x y z (Å)
1 C -2.13103 0.11197 -0.45484  C2 1.448, C5 1.394, Cl25 1.725
2 C -2.91789 0.25870 -1.66122  C1 1.448, C3 1.372, H10 1.083
3 C -2.22395 0.29567 -2.84451  C2 1.372, C4 1.496, H11 1.133
4 C -0.72840 0.30297 -2.82926  C3 1.496, H12 1.129, N22 1.464
5 C -0.75678 0.33644 -0.52944  C1 1.394, N22 1.309, N23 1.434
6 C 1.18514 1.18699 0.70818  C7 1.549, H13 1.001, H14 1.177, N23 1.519
7 C 2.41809 0.29591 0.41592  C6 1.549, H15 1.115, H16 1.100, N24 1.444
8 C 1.30076 -1.04386 2.02642  C9 1.574, H18 1.303, H19 1.197, N24 1.563
9 C -0.14835 -0.46915 1.80681  C8 1.574, H20 1.218, H21 1.129, N23 1.448
10 H -3.95541 -0.03816 -1.74738  C2 1.083
11 H -2.77110 0.22190 -3.83361  C3 1.133
12 H -0.17541 0.59195 -3.77029  C4 1.129
13 H 1.08615 1.89878 0.01069  C6 1.001
14 H 1.51813 1.55154 1.77681  C6 1.177
15 H 2.76635 0.48561 -0.62614  C7 1.115
16 H 3.12226 0.40147 1.25464  C7 1.100
17 H 1.75213 -1.78166 -0.19059  N24 1.155
18 H 1.48682 -2.30228 2.31004  C8 1.303
19 H 1.76715 -0.55174 3.01295  C8 1.197
20 H -0.77663 -1.47854 1.54363  C9 1.218
21 H -0.77149 -0.16625 2.69832  C9 1.129
22 N 0.02549 0.24964 -1.57548  C4 1.464, C5 1.309
23 N -0.18878 0.54204 0.77156  C5 1.434, C6 1.519, C9 1.448
24 N 2.07729 -1.08430 0.67090  C7 1.444, C8 1.563, H17 1.155
25 Cl -2.96054 0.18434 1.05590  C1 1.725